Computed, not measured: a structure of composition C18H54AlO30S3 in a non-equilibrium geometry, with the ωB97M-V functional and the def2-TZVPD basis.

Structure (ORCA input):
```
! wB97M-V def2-TZVPD RIJCOSX def2/J DEFGRID3
* xyz -3 1
Al -19.79429 13.05920 0.38745
S -19.79239 9.41988 -0.34303
O -20.76585 10.12004 0.48002
O -18.82859 10.49466 -0.39994
O -19.17030 8.27124 0.34865
O -20.38468 9.06358 -1.63385
S -22.59289 16.25195 -0.27548
O -23.15186 16.68641 0.97208
O -23.67633 16.26135 -1.22051
O -21.61814 17.34535 -0.30070
O -21.87299 14.98191 -0.16559
S -19.47193 16.72653 2.46937
O -20.83965 16.73941 2.85552
O -18.58995 16.87198 3.62001
O -19.35641 15.47783 1.72086
O -19.48819 17.88239 1.54560
C -22.78794 12.16858 -2.87563
C -24.17670 12.53844 -3.29105
O -24.52598 12.08052 -4.57885
O -22.40238 12.80866 -1.62403
H -22.13554 12.62331 -3.62108
H -22.49897 11.11758 -2.87273
H -24.48347 13.58430 -3.30497
H -24.92922 12.19994 -2.57886
H -25.44454 11.80334 -4.61089
H -23.05229 13.47860 -1.39952
C -15.90832 10.18449 -3.26040
C -15.20442 10.64475 -1.97201
O -15.93983 10.28341 -0.79449
O -16.76204 11.10032 -3.83325
H -16.38086 9.21459 -3.10517
H -15.13834 9.75970 -3.90446
H -14.91225 11.69441 -2.00277
H -14.36633 9.95877 -1.84908
H -16.88678 10.41369 -0.88335
H -17.54387 10.60449 -4.08721
C -23.45711 7.73258 -0.59847
C -23.96907 9.15195 -0.83202
O -23.29942 9.98342 0.04956
O -22.51541 7.51597 -1.66654
H -24.31455 7.07225 -0.72831
H -22.97969 7.59216 0.37129
H -25.00458 9.24268 -0.50406
H -23.82436 9.52005 -1.84773
H -22.36415 9.89789 -0.14935
H -21.87099 8.19382 -1.45013
C -18.78387 14.09305 -3.46647
C -19.43961 15.38052 -2.87221
O -19.15810 15.47528 -1.50268
O -19.34608 12.99528 -2.69474
H -17.69475 14.13682 -3.47185
H -19.15275 13.96634 -4.48430
H -20.50015 15.26765 -3.09719
H -19.13791 16.22538 -3.49131
H -18.75262 16.34322 -1.44041
H -19.00239 12.18889 -3.08618
C -15.16986 14.47608 -0.66534
C -16.33556 14.28431 0.11908
O -16.78309 12.88318 0.17495
O -14.07873 13.91625 0.02760
H -14.91555 15.53568 -0.69134
H -14.96824 14.07612 -1.65906
H -17.11664 14.89923 -0.32801
H -16.18808 14.65848 1.13217
H -16.05881 12.33370 0.48335
H -13.29837 14.21599 -0.44442
C -17.72401 12.01409 3.87258
C -18.15056 10.65876 3.23848
O -19.61480 10.59608 2.90160
O -18.21601 13.05297 3.07292
H -16.65866 12.09738 4.08750
H -18.30913 11.92353 4.78775
H -17.84467 9.85031 3.90252
H -17.68203 10.50124 2.26701
H -19.83944 9.69992 2.64077
H -18.57739 13.67182 3.71170
C -19.27650 19.34232 -2.37068
C -18.24121 19.13816 -1.32586
O -18.13592 17.76321 -0.92795
O -20.48377 19.27129 -1.83149
H -19.14112 18.77191 -3.28959
H -19.30654 20.35919 -2.76207
H -18.26205 19.81334 -0.47041
H -17.29924 19.41246 -1.80077
H -18.71668 17.65736 -0.17091
H -20.54181 18.34070 -1.60294
C -22.59113 13.77298 3.18779
C -22.96625 12.27131 2.92001
O -22.46802 12.07200 1.51862
O -21.13520 13.96086 3.26659
H -22.92445 14.14736 4.15569
H -22.91974 14.39821 2.35761
H -23.96546 11.87262 3.09533
H -22.20032 11.63520 3.36366
H -22.64169 11.15288 1.30262
H -20.86134 14.86066 3.07442
C -20.80928 10.01588 -5.12246
C -21.27489 8.63704 -5.60879
O -22.21289 8.09211 -4.69348
O -19.86226 9.91977 -4.01498
H -21.59109 10.69954 -4.79158
H -20.23665 10.62422 -5.82255
H -20.39624 8.06154 -5.90007
H -21.85013 8.92808 -6.48772
H -21.79330 7.75622 -3.89804
H -20.32246 9.96342 -3.17362
*
```

## Properties
Electronic energy   -4412.03540 Eh
HOMO   -0.19 eV
LUMO level   3.00 eV

Results of the Löwdin charge analysis, in e, for atoms 1 through 6:
1 Al 1.224
2 S 0.217
3 O -0.407
4 O -0.418
5 O -0.379
6 O -0.366